(1)
{
  "formula": "C24H50ClIP2PdSi2",
  "method": "wB97M-V/def2-TZVPD",
  "elements": ["I", "Pd", "Cl", "P", "P", "Si", "Si", "C", "C", "C", "C", "C", "C", "C", "C", "C", "C", "C", "C", "C", "C", "C", "C", "C", "C", "C", "C", "C", "C", "C", "C", "H", "H", "H", "H", "H", "H", "H", "H", "H", "H", "H", "H", "H", "H", "H", "H", "H", "H", "H", "H", "H", "H", "H", "H", "H", "H", "H", "H", "H", "H", "H", "H", "H", "H", "H", "H", "H", "H", "H", "H", "H", "H", "H", "H", "H", "H", "H", "H", "H", "H"],
  "xyz": [[1.96494, 0.13923, 1.60395], [-0.28021, -0.00836, -0.02248], [-4.56092, 0.15461, 1.75608], [-0.33664, -2.48855, 0.70708], [-0.33587, 2.57225, 0.26585], [2.01284, 2.71410, -1.74711], [2.01630, -2.97576, -1.24552], [-1.36887, -5.13464, 0.01018], [-0.62369, 2.42089, 3.03909], [3.86918, -2.90263, -1.16277], [-0.81048, 3.40620, 1.88819], [3.86622, 2.66209, -1.66488], [-0.02576, -0.90575, -2.05802], [1.29465, 3.28450, -0.10033], [1.32713, 0.99040, -1.90051], [1.29304, -3.25485, 0.47194], [1.32949, -1.30659, -1.69918], [-0.81299, -3.02774, 2.44856], [-2.84021, -3.10740, -0.37700], [-1.36574, 5.05736, -0.87912], [-0.09888, 4.72521, 2.21311], [-0.10094, -4.26936, 2.99933], [1.50702, -4.27130, -2.47123], [-0.02655, 0.53075, -2.18449], [-1.40187, 3.52246, -0.99172], [-2.83720, 2.99210, -0.91398], [-0.62930, -1.85533, 3.40853], [-1.40440, -3.64180, -0.36442], [-2.24562, 0.06060, 0.63925], [2.13856, -0.14543, -1.66474], [1.49363, 3.77584, -3.17652], [-2.31704, -0.80232, 1.31249], [-3.45427, 3.60185, -1.58817], [4.30863, -3.89234, -0.96997], [1.20735, -4.34534, 0.62791], [-0.82859, -1.58087, -2.36955], [-3.24570, -3.03469, 0.64733], [-1.06423, -2.14737, 4.37545], [-1.88898, 5.39646, 0.03136], [0.44299, 2.22200, 3.21314], [-1.91332, 5.43702, -1.75648], [-1.92166, -5.65841, -0.78588], [-0.83020, 1.13923, -2.61079], [4.19280, -2.22162, -0.36344], [-1.05922, 2.87704, 3.94004], [1.65792, -5.29524, -2.09540], [-1.13232, 1.46413, 2.86169], [-3.45421, -3.81883, -0.94640], [3.20938, -0.12476, -1.43888], [2.13866, -4.15740, -3.36706], [1.97349, 2.98580, 0.72574], [4.26033, 2.13093, -2.54428], [-0.35643, 5.50467, -0.90272], [-0.95886, -3.52204, -1.36324], [4.19630, 2.13381, -0.75981], [2.14397, 3.53423, -4.03271], [-1.14062, -0.94651, 3.06517], [-2.92556, -2.11418, -0.83929], [-1.88370, 3.60639, 1.74583], [0.45751, 3.60569, -3.49768], [0.96837, -4.07781, 3.17183], [-2.92044, 1.93781, -1.21163], [-0.20841, -5.16828, 2.37731], [1.97089, -2.82157, 1.23669], [1.21054, 4.38582, -0.13221], [4.26559, -2.53297, -2.12038], [0.46208, -4.18714, -2.79788], [4.30299, 3.67151, -1.65195], [0.97050, 4.56672, 2.41554], [1.60896, 4.85207, -2.97504], [-3.24037, 3.08341, 0.10999], [-0.57235, -4.47180, 3.97169], [-0.95564, 3.23356, -1.95529], [-1.88738, -5.31242, 0.96771], [-2.31070, 1.02416, 1.15937], [-0.36020, -5.58168, 0.05845], [0.43697, -1.62563, 3.54454], [-0.20717, 5.50215, 1.44422], [-2.90037, -0.01070, -0.23154], [-0.56947, 5.09356, 3.13587], [-1.88570, -3.25121, 2.34125]],
  "atomic_forces_ev_per_a": [[0.5, 0.1, 0.8], [2.0, 0.0, 0.1], [-0.6, 0.0, 0.3], [0.1, -1.4, 0.1], [0.1, 1.3, -0.2], [-0.3, -0.1, 0.6], [-0.3, 0.2, 0.6], [-0.2, 0.1, -0.2], [-0.2, 0.1, 0.3], [0.3, 0.1, 0.0], [0.0, -0.4, -0.6], [0.3, -0.1, 0.0], [0.1, 0.9, -0.6], [0.4, 0.6, 0.1], [0.3, -0.3, -0.7], [0.4, -0.6, 0.2], [0.3, 0.1, -0.8], [0.0, 0.3, -0.6], [-0.1, -0.3, -0.1], [-0.2, -0.1, -0.2], [-0.1, 0.0, 0.1], [-0.1, 0.0, 0.1], [-0.1, -0.4, -0.5], [0.1, -0.9, -0.4], [0.6, -0.6, 0.6], [-0.1, 0.2, -0.1], [-0.2, -0.1, 0.4], [0.6, 0.7, 0.5], [-1.2, 0.0, 0.4], [-0.8, 0.0, -0.2], [-0.1, 0.3, -0.6], [-0.3, 0.4, -0.2], [-0.1, -0.2, 0.2], [-0.1, 0.2, -0.1], [0.2, 0.4, 0.2], [0.3, 0.4, 0.2], [0.0, -0.1, -0.4], [0.2, 0.2, -0.1], [0.2, -0.1, -0.4], [-0.3, 0.0, 0.0], [0.1, 0.1, 0.3], [0.1, -0.1, 0.3], [0.3, -0.3, 0.2], [0.0, -0.1, -0.2], [0.2, -0.2, 0.0], [0.0, 0.3, 0.0], [0.2, 0.2, 0.0], [-0.1, 0.3, 0.2], [-0.6, 0.0, 0.0], [-0.2, -0.1, 0.2], [-0.3, 0.2, -0.5], [0.0, 0.1, 0.2], [-0.4, -0.3, 0.0], [-0.2, -0.1, 0.2], [0.0, 0.1, -0.2], [-0.2, 0.1, 0.2], [0.2, -0.2, 0.1], [0.1, -0.3, 0.1], [0.1, 0.0, 0.2], [0.2, 0.0, 0.1], [-0.3, 0.0, -0.1], [0.1, 0.3, 0.1], [0.1, 0.3, 0.2], [-0.3, -0.3, -0.5], [0.2, -0.3, 0.3], [0.0, -0.1, 0.2], [0.2, 0.0, 0.1], [-0.1, -0.2, 0.0], [-0.3, 0.0, -0.1], [0.0, -0.3, 0.0], [0.0, 0.0, -0.4], [0.2, -0.1, -0.1], [-0.2, 0.1, 0.2], [0.2, 0.0, -0.4], [-0.3, -0.4, -0.1], [-0.4, 0.3, 0.0], [-0.4, 0.0, 0.0], [0.1, -0.3, 0.2], [-0.1, 0.0, 0.3], [0.2, 0.1, -0.2], [0.1, 0.1, 0.2]],
  "lumo_ev": [0.5, -2.9],
  "charge": 0,
  "fmax_ev_per_a": 1.97,
  "orbital_gap_ev": [6.38, 4.92],
  "homo_energy_ev": [-5.84, -7.80],
  "total_energy_ha": -3091.8655,
  "multiplicity": 5
}

=====

(2)
{
  "formula": "C24H50ClIP2Si2V",
  "method": "wB97M-V/def2-TZVPD",
  "elements": ["I", "V", "Cl", "P", "P", "Si", "Si", "C", "C", "C", "C", "C", "C", "C", "C", "C", "C", "C", "C", "C", "C", "C", "C", "C", "C", "C", "C", "C", "C", "C", "C", "H", "H", "H", "H", "H", "H", "H", "H", "H", "H", "H", "H", "H", "H", "H", "H", "H", "H", "H", "H", "H", "H", "H", "H", "H", "H", "H", "H", "H", "H", "H", "H", "H", "H", "H", "H", "H", "H", "H", "H", "H", "H", "H", "H", "H", "H", "H", "H", "H", "H"],
  "xyz": [[2.45393, 0.16257, 2.14495], [0.59300, -0.01797, -0.21932], [-2.14533, 0.13582, 1.21049], [-0.34834, -2.60648, 0.72383], [-0.33652, 2.69460, 0.26545], [1.96103, 2.74461, -1.66808], [1.96252, -2.98976, -1.16146], [-2.87946, 3.23942, -1.00533], [-1.35287, -5.24833, 0.10985], [-1.35582, 5.18544, -0.80511], [-0.73078, 3.45883, 1.95593], [-1.41181, 3.66754, -0.99466], [-0.03715, 0.52530, -2.09128], [-0.45760, 2.48840, 3.09890], [3.81071, 2.67935, -1.53094], [-0.04102, -0.87343, -1.96241], [1.28641, -3.37641, 0.55319], [1.29686, 3.42100, -0.04082], [1.48120, -4.21893, -2.44398], [-0.74000, -3.06431, 2.52074], [-1.41408, -3.78937, -0.34616], [1.29568, -1.30846, -1.61258], [1.29516, 1.01617, -1.81776], [-0.04322, -4.28876, 3.09201], [3.81208, -2.89651, -1.03114], [-0.03729, 4.76648, 2.30275], [2.10748, -0.13652, -1.61736], [1.47283, 3.73549, -3.14097], [-0.47500, -1.90848, 3.47649], [-2.88440, -3.38297, -0.44317], [-3.44419, -0.00738, -0.09701], [1.03925, -4.15043, 3.21022], [-4.47923, 0.06428, 0.27479], [-1.81859, -3.26878, 2.45091], [1.04554, 4.64989, 2.43933], [-0.80859, -2.18037, 4.48811], [-2.01207, -5.82079, -0.55201], [-3.28188, -3.09288, 0.54240], [1.96605, 3.14139, 0.79909], [4.13277, 2.13864, -0.63054], [-0.97386, 1.54180, 2.95658], [-1.81102, 3.64190, 1.85573], [-3.27286, 3.13601, 0.01865], [-3.47772, -4.24241, -0.80561], [-0.86661, 1.08425, -2.48223], [1.70162, -5.23048, -2.09086], [-0.99794, -1.00628, 3.16783], [3.16178, -0.11038, -1.33629], [-3.48268, 4.00728, -1.52268], [0.59186, -1.65674, 3.51583], [4.21186, -3.89564, -0.81159], [-1.74886, -5.35032, 1.12420], [-0.46269, -4.44083, 4.09183], [1.64971, 4.79882, -2.95518], [-3.16778, 0.72378, -0.86046], [2.08843, -4.04521, -3.34057], [-0.86964, -1.49463, -2.24336], [-3.04960, 2.29860, -1.54969], [0.43579, 3.61777, -3.45700], [0.61105, 2.25600, 3.18216], [1.94706, -2.94578, 1.33333], [-0.45419, 5.09098, 3.26194], [2.10615, 3.44213, -3.98708], [-3.05609, -2.56419, -1.15889], [-0.79437, 2.93136, 4.04707], [-0.36635, 5.63419, -0.93976], [-2.01803, 5.63041, -1.55605], [4.23194, 2.18146, -2.41809], [-0.96740, 3.39558, -1.96363], [-0.20373, 5.57991, 1.59750], [-1.74778, 5.46300, 0.17747], [1.15383, 4.51002, -0.12568], [-3.21420, -0.93051, -0.63016], [4.13189, -2.20795, -0.23669], [-0.96287, -3.69115, -1.34447], [1.15333, -4.46481, 0.66588], [4.21243, 3.70048, -1.48793], [0.43510, -4.19064, -2.75006], [4.23553, -2.55881, -1.99016], [-0.36294, -5.71264, 0.05937], [-0.20747, -5.21425, 2.54142]],
  "atomic_forces_ev_per_a": [[-0.3, 0.0, -0.8], [-4.5, 0.5, 5.9], [-1.6, -0.1, -0.8], [0.4, -0.1, 0.7], [0.4, 0.2, 0.7], [0.3, -0.4, 0.8], [0.2, 0.7, 0.7], [-0.3, -0.1, -0.1], [-0.1, -0.1, -0.2], [-0.1, 0.0, -0.2], [-0.3, -0.1, -0.7], [0.5, -0.3, 0.5], [0.4, 0.8, -0.7], [0.0, -0.2, 0.1], [0.3, -0.1, -0.3], [0.5, -0.9, -0.5], [-0.1, -0.7, -0.4], [-0.1, 0.6, -0.5], [0.0, -0.5, -0.5], [-0.3, 0.0, -0.7], [0.5, 0.4, 0.4], [1.5, -0.2, -1.8], [1.4, -0.2, -1.9], [0.0, -0.4, 0.2], [0.3, 0.0, -0.3], [0.0, 0.4, 0.1], [0.8, -0.1, -1.4], [0.0, 0.4, -0.6], [0.0, 0.3, 0.0], [-0.3, 0.0, -0.1], [1.2, -0.1, -0.6], [-0.3, 0.1, -0.1], [0.8, 0.0, 0.0], [0.0, 0.1, 0.4], [-0.3, -0.1, -0.1], [0.1, 0.1, -0.2], [0.1, -0.1, 0.1], [0.0, 0.0, -0.3], [-0.3, 0.2, -0.5], [-0.1, 0.1, -0.2], [0.0, 0.0, 0.1], [0.0, 0.0, 0.3], [0.0, 0.0, -0.3], [0.2, 0.4, 0.2], [-0.2, 0.4, 0.2], [0.0, 0.0, -0.1], [0.0, 0.0, 0.1], [-0.4, 0.0, 0.0], [0.2, -0.3, 0.2], [-0.2, -0.1, 0.0], [0.0, 0.2, 0.0], [0.0, 0.0, -0.1], [0.1, -0.1, 0.0], [0.0, 0.0, -0.1], [-0.5, 0.2, 0.7], [-0.1, 0.0, 0.1], [-0.2, -0.3, 0.3], [0.2, 0.5, 0.2], [0.0, 0.0, 0.0], [-0.2, 0.1, 0.0], [-0.3, -0.3, -0.4], [0.1, 0.1, 0.0], [-0.1, 0.0, 0.1], [0.2, -0.4, 0.3], [0.1, -0.1, -0.2], [-0.1, -0.2, 0.1], [0.1, 0.1, 0.1], [0.0, 0.1, 0.3], [-0.1, 0.2, 0.2], [0.1, -0.1, -0.1], [0.0, 0.0, -0.1], [0.5, -0.2, 0.3], [-0.5, 0.0, 0.7], [-0.1, -0.2, -0.2], [-0.1, -0.1, 0.3], [0.5, 0.3, 0.3], [0.0, -0.2, 0.0], [0.0, 0.0, 0.0], [0.0, -0.1, 0.3], [-0.1, 0.2, 0.1], [0.1, 0.1, -0.1]],
  "lumo_ev": [0.3, 0.3],
  "relative_energy_ev": 0.550,
  "charge": 0,
  "fmax_ev_per_a": 7.44,
  "orbital_gap_ev": [7.24, 6.74],
  "homo_energy_ev": [-6.91, -6.42],
  "total_energy_ha": -3908.0962,
  "multiplicity": 2
}